Density functional theory data (wB97M-V/def2-TZVPD) for 2 unconnected molecules or ions with the total composition C5H8O.

SMILES: C=C=O.C=CC
Molar mass, g mol⁻¹: 84.12
DFT total energy, eV: -7360.420
2S+1: 1
HOMO-LUMO gap, eV: 10.19
Highest occupied orbital energy, eV: -9.2

Each line ends with the Mulliken charge.
Atoms and positions in Å:
O1 -0.67280 2.40085 -1.38754  -0.362
C1 0.29864 2.05970 -0.83800  0.791
C2 -1.55063 -0.14267 0.58536  -0.758
C3 -0.79739 -0.91576 -0.19305  0.045
C4 0.36313 -1.74217 0.27786  -1.053
C5 1.40953 1.69932 -0.23437  -0.949
H1 -1.36738 -0.06046 1.65576  0.245
H2 -2.37720 0.43598 0.18196  0.307
H3 0.15598 -2.81279 0.16275  0.342
H4 -1.02079 -0.96435 -1.25963  0.285
H5 1.26231 -1.52234 -0.31003  0.288
H6 0.58489 -1.55125 1.33353  0.286
H7 1.36000 0.99871 0.58829  0.270
H8 2.35171 2.11722 -0.56288  0.262

---

Density functional theory data (wB97M-V/def2-TZVPD) for a gas-phase ion, C5H14N3 (charge +1).

Net charge: +1
SMILES: CNCCN(C)C=[NH2+]
Molar mass, g mol⁻¹: 116.19
DFT total energy, eV: -9873.869
2S+1: 1
HOMO-LUMO gap, eV: 9.58
Highest occupied orbital energy, eV: -13.0

Each line ends with the Mulliken charge.
Atoms and positions in Å:
C1 0.05985 -0.73657 -0.95829  -0.974
C2 1.27006 -0.84330 0.08431  -0.509
C3 -1.60761 0.91011 -0.40244  0.309
C4 -1.91150 -1.28554 0.41954  -1.219
C5 2.53822 1.09095 -0.11272  -1.395
N1 -1.09582 -0.26526 -0.18458  0.215
N2 -2.70079 1.38808 0.22786  -0.383
N3 1.53941 0.44340 0.69248  -0.286
H1 0.40772 -0.02548 -1.68971  0.418
H2 -0.28933 -1.81556 -1.34444  0.379
H3 0.83506 -1.64254 0.63512  0.476
H4 2.17528 -1.35495 -0.55310  0.253
H5 -1.13388 1.56370 -1.27876  0.293
H6 -2.23062 -0.83293 1.45927  0.346
H7 -2.75469 -1.53441 -0.10669  0.431
H8 -1.44328 -2.17254 0.48061  0.497
H9 3.44408 0.61397 -0.19237  0.453
H10 2.26715 1.23913 -1.10379  0.435
H11 2.61120 2.02178 0.18849  0.494
H12 -3.07633 1.14275 1.13148  0.214
H13 -2.98557 2.36431 0.17149  0.283
H14 1.97145 0.43022 1.59608  0.271

---

Density functional theory data (wB97M-V/def2-TZVPD) for a molecular structure, C19H39N3O3RuSSi3.

Net charge: +1
Molar mass, g mol⁻¹: 574.93
DFT total energy, eV: -67994.077
2S+1: 2
HOMO-LUMO gap (spin up / spin down), eV: 7.56 / 6.68
Highest occupied orbital energy (spin up / spin down), eV: -10.4 / -10.4

Each line ends with the Mulliken charge.
Atoms and positions in Å:
Ru1 -0.72768 -0.79409 -0.47619  -0.498
C1 -2.67985 -2.88939 -2.02921  -0.995
O1 -1.58122 -2.86731 -1.10828  0.136
C2 -1.83583 -3.62521 0.07891  -0.964
C3 -2.59554 -2.81029 1.08046  -0.447
O2 -1.81253 -1.68307 1.47375  0.190
C4 -2.57515 -0.91920 2.42333  -0.869
H1 -2.79477 -3.89989 -2.42492  0.322
H2 -2.44558 -2.19355 -2.82895  0.335
H3 -3.60359 -2.56534 -1.54929  0.348
H4 -0.86728 -3.92782 0.47487  0.342
H5 -2.40279 -4.52737 -0.16520  0.527
H6 -2.80918 -3.42896 1.95874  0.428
H7 -3.55148 -2.46277 0.67230  0.371
H8 -2.85908 -1.56755 3.25607  0.337
H9 -3.47576 -0.52151 1.94981  0.319
H10 -1.95730 -0.11365 2.79156  0.136
C5 3.31945 0.18168 1.40000  -1.182
Si1 2.05590 -0.30722 0.11273  0.872
C6 1.44506 -2.07580 0.51661  -1.095
C7 3.02872 -0.52287 -1.48928  -1.335
C8 0.50637 0.76821 0.10026  1.390
Si2 0.12080 1.54504 1.76514  -0.325
C9 -1.62815 2.24070 1.80254  -1.011
C10 1.26537 2.99708 2.10492  -1.336
C11 0.88730 0.56776 4.30896  0.191
Si3 0.54002 2.00240 -1.30739  -0.772
C12 -0.85258 3.23822 -1.39695  -0.869
C13 2.12755 2.99089 -1.46995  -1.047
C14 0.42988 0.76935 -2.74741  0.444
C15 0.82951 1.01513 -4.05534  -0.703
C16 0.85760 -0.00971 -4.98592  -0.495
C17 0.49585 -1.28668 -4.58166  -1.157
C18 0.09204 -1.47856 -3.27663  -0.906
N1 0.04631 -0.47646 -2.39207  1.018
H11 4.13085 -0.54898 1.40931  0.456
H12 2.90853 0.25860 2.40468  0.281
H13 3.75647 1.14704 1.13489  0.306
H14 2.16216 -2.76330 0.06286  0.595
H15 0.46650 -2.45179 0.16587  0.333
H16 1.43865 -2.24154 1.59395  0.282
H17 3.99843 -0.94599 -1.21528  0.473
H18 3.22858 0.39831 -2.03220  0.269
H19 2.55963 -1.22399 -2.18081  0.363
H20 -1.69295 3.15456 1.21370  0.356
H21 -1.90923 2.48465 2.82831  0.476
H22 -2.37232 1.55858 1.39193  0.114
H23 1.11948 3.78774 1.36620  0.359
H24 2.31750 2.71447 2.09691  0.334
H25 1.04004 3.44115 3.07663  0.454
H26 0.17568 -0.78665 2.90715  -0.127
H27 1.14721 1.59329 4.55123  0.295
H28 0.92586 -1.28227 5.22531  0.163
H29 -0.70769 4.02187 -0.65134  0.327
H30 -1.84331 2.81116 -1.25953  0.136
H31 -0.82479 3.72643 -2.37530  0.391
H32 2.18066 3.72362 -0.66326  0.362
H33 2.12296 3.55680 -2.40479  0.426
H34 3.04303 2.40321 -1.43796  0.343
H35 1.13428 2.01529 -4.33312  0.456
H36 1.17342 0.17530 -6.00368  0.438
H37 0.52673 -2.12559 -5.26139  0.472
H38 -0.18072 -2.45717 -2.90834  0.916
N2 1.12329 -0.30308 5.32779  -0.414
C19 0.39411 0.26549 3.09409  -0.038
H39 1.49903 0.00575 6.20411  0.220
O3 -3.93386 1.98494 -1.07215  -0.484
S1 -3.70548 0.56973 -1.30123  0.088
N3 -2.39511 -0.02981 -0.94089  -0.122